No. 1
43
Properties=species:S:1:pos:R:3:forces:R:3:lowdin_charge:R:1 method="wB97M-V/def2-TZVPD" energy_ha=-1668.1366 e_lumo_ev="-8.20 / -10.78" gap_ev="3.43 / 2.48" s2=6.0566 spin_multiplicity=5 molar_mass_g_mol=408.96 e_homo_ev="-11.63 / -13.26" charge=+2
C 0.239 0.779 -6.798 0.00 -0.03 3.42 -0.099
C 1.586 1.244 -6.372 -0.02 -0.09 -0.18 0.014
C -0.027 -0.669 -6.703 -0.01 -0.08 -0.09 0.015
C -0.885 1.692 -6.480 -0.10 0.00 -0.22 0.013
Cl 0.479 1.501 -1.856 1.79 5.20 -2.82 0.076
H -0.097 -1.215 -7.640 0.03 0.03 -0.48 0.133
H -0.989 -0.812 -6.198 0.18 -0.08 -0.23 0.110
H 0.783 -1.139 -6.132 -0.19 0.01 -0.28 0.110
H 2.233 1.602 -7.169 0.07 0.08 -0.43 0.131
H 2.115 0.424 -5.878 0.01 0.13 -0.28 0.105
H 1.476 2.076 -5.667 0.04 -0.09 -0.29 0.109
H -1.305 2.233 -7.327 0.03 0.06 -0.37 0.133
H -0.547 2.449 -5.763 -0.06 -0.06 -0.31 0.110
H -1.703 1.114 -6.039 0.02 0.14 -0.26 0.107
C 1.601 -1.135 0.593 -0.06 -0.75 -0.09 -0.173
C 0.903 -2.082 -0.216 0.68 0.52 -0.39 -0.218
C 1.324 -1.862 -1.581 0.34 0.00 0.15 -0.225
H 0.264 -2.877 0.103 -0.06 -0.25 0.24 0.104
C 2.317 -0.824 -1.559 -0.08 -0.71 0.35 -0.197
C 2.439 -0.355 -0.229 0.06 -0.60 -0.41 -0.158
H 3.126 0.419 0.122 -0.41 -0.16 -0.34 0.108
H 1.535 -1.108 1.663 -0.09 0.10 0.19 0.087
H 1.061 -2.496 -2.413 0.15 0.00 0.00 0.101
H 2.815 -0.446 -2.434 0.05 0.16 0.04 0.093
C -1.998 1.188 0.022 -0.31 -0.95 -0.42 -0.158
C -1.777 -0.015 0.727 -0.44 -0.04 0.51 -0.191
C -1.937 -1.117 -0.154 -0.12 0.11 -0.09 -0.227
H -1.564 -0.101 1.780 0.05 -0.16 -0.03 0.086
C -2.258 -0.579 -1.447 -0.49 0.28 -0.23 -0.215
C -2.355 0.840 -1.307 -0.37 -0.37 0.02 -0.194
H -2.582 1.525 -2.111 0.11 -0.02 0.14 0.100
H -1.953 2.191 0.441 0.11 -0.19 -0.36 0.104
H -1.908 -2.162 0.096 -0.15 -0.01 0.13 0.110
H -2.523 -1.159 -2.325 -0.07 0.13 0.22 0.106
Ru -0.109 -0.305 -1.004 -0.89 -2.74 2.74 0.936
S 0.115 2.578 4.356 1.36 0.44 1.51 1.183
C 1.727 2.052 4.039 -1.63 1.52 2.25 -0.201
C 1.781 1.445 2.813 -2.08 -1.10 -2.93 -0.085
N 0.579 1.396 2.162 1.34 -0.30 -0.42 0.055
C -0.396 1.949 2.846 1.33 -0.42 -0.22 -0.337
H 2.562 2.198 4.701 0.01 0.17 0.35 0.114
H 2.662 1.000 2.367 -0.05 0.07 -0.05 0.134
H -1.425 1.985 2.525 -0.10 0.03 -0.05 0.093

***

No. 2
16
Properties=species:S:1:pos:R:3:forces:R:3:lowdin_charge:R:1 method="wB97M-V/def2-TZVPD" energy_ha=-839.5164 e_lumo_ev="-0.25 / -0.25" gap_ev="8.81 / 8.82" molar_mass_g_mol=146.58 e_homo_ev="-9.07 / -9.07" de_lowest_kcal_mol=89.9
O 0.876 -0.760 1.570 -1.67 -1.10 -1.83 -0.076
N 0.257 -1.238 0.524 2.78 0.37 1.29 -0.213
C 0.779 -1.895 -0.485 -0.01 -0.20 -0.21 -0.023
C -0.255 -2.047 -1.442 -2.21 -0.91 -2.80 -0.143
N -1.413 -1.655 -1.037 0.01 -0.25 0.19 0.061
C -1.189 -1.190 0.271 0.19 3.49 0.13 -0.159
H 1.709 -2.399 -0.575 0.95 0.46 0.46 0.122
H -0.304 -2.449 -2.516 1.06 0.43 1.79 0.142
H -1.507 -0.103 0.381 0.18 -1.35 0.04 0.159
H -1.535 -1.780 1.067 -1.25 -0.87 0.95 0.133
C 1.106 2.386 0.434 1.94 -1.07 -3.47 -0.098
C -0.143 2.696 0.486 -1.29 1.55 -0.33 -0.661
Cl -1.098 3.083 -0.934 0.08 -0.14 0.56 0.554
H 1.521 2.114 1.340 1.30 -0.28 1.60 0.032
H 1.698 2.239 -0.543 -1.06 0.18 1.72 0.103
H -0.501 2.997 1.458 -1.00 -0.32 -0.09 0.066

***

No. 3
12
Properties=species:S:1:pos:R:3:forces:R:3:lowdin_charge:R:1 method="wB97M-V/def2-TZVPD" energy_ha=-227.6798 e_lumo_ev=-4.84 gap_ev=10.65 molar_mass_g_mol=71.10 e_homo_ev=-15.49 charge=+1 de_lowest_kcal_mol=46.8
C -1.465 1.782 -0.116 1.12 -0.70 -0.46 -0.035
C 2.109 -0.515 0.036 2.14 -0.71 -0.90 0.177
C -0.219 -1.135 0.156 -3.64 -1.40 2.55 -0.086
N 0.939 -0.634 -0.392 0.18 2.38 -2.63 -0.048
N -2.334 2.477 0.153 -1.34 1.00 0.44 0.109
H 0.655 -0.129 -1.277 1.05 -0.74 0.78 0.202
H 2.339 -0.972 0.983 0.20 0.09 0.35 0.125
H 2.930 -0.192 -0.670 -1.15 0.15 1.14 0.156
H -0.627 -1.880 -0.525 0.32 -0.57 0.11 0.119
H -0.237 -1.523 1.250 0.56 0.79 -2.02 0.160
H -0.974 -0.339 0.005 0.37 -0.23 0.72 0.019
H -3.116 3.059 0.398 0.20 -0.08 -0.07 0.102